Arrangement i

Molecular formula: C4H13NO3
Method: DFT, ωB97M-V/def2-TZVPD

Values from the calculation:
Frontier orbital gap (spin up / spin down): 2.85 / 6.81 eV
<S²>: 0.753
2S+1: 2
Charge: -1
LUMO level (spin up / spin down): 0.1345 / 0.1284 Ha

Element x y z (Å)
1 O 1.54 1.87 1.62
2 O 0.38 -2.67 -1.14
3 O 3.30 -1.12 -1.06
4 N -0.70 1.41 -0.57
5 C 0.75 0.97 1.30
6 C -1.62 0.24 1.60
7 C -1.09 0.14 -1.19
8 C -0.68 1.36 1.01
9 H -0.94 2.40 1.36
10 H -1.74 -0.73 1.08
11 H -2.60 0.86 1.62
12 H -2.19 -0.08 -1.39
13 H -0.65 0.17 -2.19
14 H 3.45 -0.23 -1.35
15 H 3.06 -1.10 -0.14
16 H 1.10 -3.23 -1.39
17 H -1.22 2.24 -0.85
18 H -0.66 -0.66 -0.58
19 H -1.22 0.07 2.63
20 H 0.62 -1.82 -1.54
21 H 1.10 -0.07 1.15

---

Arrangement ii

Molecular formula: C4H13NO3
Method: DFT, ωB97M-V/def2-TZVPD

Values from the calculation:
Frontier orbital gap (spin up / spin down): 2.58 / 10.27 eV
<S²>: 0.750
2S+1: 2
Charge: -1
LUMO level (spin up / spin down): 0.1277 / 0.1244 Ha

Element x y z (Å)
1 O -0.75 0.05 2.43
2 O -0.73 1.25 -2.47
3 O 0.84 4.75 -4.97
4 N -2.53 -0.63 1.19
5 C -0.35 -1.56 0.70
6 C -1.19 -0.59 1.50
7 C 1.15 -1.36 0.87
8 C 1.62 -1.71 2.26
9 H -0.53 -2.61 0.99
10 H -1.13 2.13 -2.40
11 H -0.09 1.21 -1.74
12 H 1.63 -2.09 0.18
13 H 0.56 5.44 -4.36
14 H 2.63 -1.33 2.39
15 H -0.60 -1.46 -0.35
16 H 1.38 4.12 -4.46
17 H -3.24 -0.17 1.74
18 H 1.36 -0.26 0.68
19 H 1.67 -2.78 2.34
20 H -2.81 -1.29 0.48
21 H 1.12 -1.11 3.01

---

The data favor arrangement ii; the next most stable structure lies 0.0740 hartree above it.

---

Arrangement i

Molecular formula: C9H11BO2
Method: DFT, ωB97M-V/def2-TZVPD

Values from the calculation:
Frontier orbital gap: 8.19 eV
SMILES string: C/C=C(/B(O)O)c1ccccc1
LUMO level: 0.0105 Ha

Element x y z (Å)
1 O 3.41 0.74 -0.61
2 O 1.79 2.41 -0.96
3 C -3.08 1.14 -0.31
4 C 0.92 -2.29 1.19
5 C -2.58 0.50 0.89
6 C -0.84 1.04 -1.14
7 C -2.21 1.36 -1.28
8 C -1.24 0.33 1.10
9 C 1.64 -1.14 0.62
10 C -0.36 0.58 0.04
11 C 1.10 0.22 0.10
12 B 2.18 1.22 -0.57
13 H -0.13 1.00 -1.95
14 H 2.70 -0.96 0.73
15 H -0.79 0.00 2.04
16 H -3.31 0.37 1.66
17 H 4.20 1.22 -0.89
18 H 0.94 -2.31 2.38
19 H -0.06 -2.33 0.82
20 H -4.19 1.16 -0.38
21 H 1.39 -3.31 0.90
22 H -2.66 1.82 -2.18
23 H 2.26 2.97 -1.58

---

Arrangement ii

Molecular formula: C9H11BO2
Method: DFT, ωB97M-V/def2-TZVPD

Values from the calculation:
Frontier orbital gap: 8.94 eV
SMILES string: C=C[C@@H](B(O)O)c1ccccc1
LUMO level: 0.0073 Ha

Element x y z (Å)
1 O -2.29 -1.13 -1.77
2 O -2.59 -1.47 0.64
3 C 0.59 -1.93 0.64
4 C -0.55 1.28 0.49
5 C 1.71 0.99 -0.14
6 C -0.01 -0.97 -0.35
7 C -0.40 2.66 0.37
8 C 0.88 3.21 0.23
9 C 1.92 2.31 0.08
10 C 1.26 -3.00 0.21
11 C 0.46 0.37 0.05
12 B -1.85 -1.00 -0.46
13 H -3.50 -1.75 0.47
14 H 0.17 -1.29 -1.37
15 H -1.14 3.42 0.68
16 H 2.62 0.45 -0.13
17 H 2.87 2.63 -0.17
18 H -1.57 0.92 0.43
19 H 0.57 -1.69 1.66
20 H 1.02 4.25 0.43
21 H -3.17 -1.35 -2.07
22 H 1.73 -3.69 0.93
23 H 1.27 -3.24 -0.82

---

The data favor arrangement i; the next most stable structure lies 0.0109 hartree above it.

---

Arrangement i

Molecular formula: CH3NO2S2
Method: DFT, ωB97M-V/def2-TZVPD

Values from the calculation:
Frontier orbital gap: 8.72 eV
LUMO level: -0.0361 Ha

Element x y z (Å)
1 S -0.34 -0.09 -1.55
2 S -1.91 -0.55 0.63
3 O -0.87 -0.33 1.53
4 O -2.57 0.60 0.08
5 N -2.56 -1.87 0.39
6 C 0.24 1.10 -0.63
7 H -0.24 1.22 0.36
8 H -1.94 -2.67 0.60
9 H 1.04 1.73 -1.05

---

Arrangement ii

Molecular formula: CH3NO2S2
Method: DFT, ωB97M-V/def2-TZVPD

Values from the calculation:
Frontier orbital gap (spin up / spin down): 7.46 / 7.45 eV
SMILES string: O=C=O.N=S.S
LUMO level (spin up / spin down): -0.0473 / -0.0472 Ha

Element x y z (Å)
1 S 0.68 5.48 1.28
2 S -2.28 -1.98 -0.51
3 O 1.04 -3.62 -0.31
4 O -0.15 -3.34 -2.25
5 N -1.14 -1.63 0.44
6 C 0.40 -3.46 -1.26
7 H 1.90 5.06 0.95
8 H -0.65 -0.76 0.29
9 H 0.20 4.24 1.38

---

Arrangement iii

Molecular formula: CH3NO2S2
Method: DFT, ωB97M-V/def2-TZVPD

Values from the calculation:
Frontier orbital gap (spin up / spin down): 9.06 / 6.12 eV
LUMO level (spin up / spin down): -0.0357 / -0.0917 Ha

Element x y z (Å)
1 S 2.04 -0.92 -0.12
2 S -3.48 0.11 -0.23
3 O -1.81 0.26 0.04
4 O -4.00 -1.12 0.28
5 N -0.67 -0.67 -0.23
6 C 0.54 0.16 -0.11
7 H 0.63 0.66 -1.00
8 H 0.52 0.88 0.86
9 H -0.52 -1.35 0.43

---

The data favor arrangement ii; the next most stable structure lies 0.0587 hartree above it.

---

Arrangement i

Molecular formula: C3H4S2
Method: DFT, ωB97M-V/def2-TZVPD

Values from the calculation:
Frontier orbital gap (spin up / spin down): 7.45 / 7.03 eV
LUMO level (spin up / spin down): -0.0109 / -0.0210 Ha

Element x y z (Å)
1 S 1.55 -1.03 0.82
2 S 0.40 0.89 2.68
3 C -0.48 0.54 0.02
4 C 0.80 -0.17 -0.40
5 C -0.31 1.21 1.32
6 H 1.62 0.53 -0.73
7 H -1.40 -0.09 0.01
8 H 0.49 -1.71 1.47
9 H -0.81 1.46 -0.69

---

Arrangement ii

Molecular formula: C3H4S2
Method: DFT, ωB97M-V/def2-TZVPD

Values from the calculation:
Frontier orbital gap: 6.98 eV
SMILES string: CC(=S)C=S
LUMO level: -0.0636 Ha

Element x y z (Å)
1 S 0.09 1.99 0.48
2 S 0.57 -1.93 -0.51
3 C -1.64 0.07 -0.22
4 C 0.84 -0.59 0.30
5 C -0.25 0.46 0.01
6 H -2.08 -0.49 0.88
7 H 1.72 -0.13 0.65
8 H -2.41 0.85 -0.41
9 H -1.46 -0.73 -1.11

---

The data favor arrangement ii; the next most stable structure lies 0.0584 hartree above it.

---

Arrangement i

Molecular formula: C3H4S2
Method: DFT, ωB97M-V/def2-TZVPD

Values from the calculation:
Frontier orbital gap (spin up / spin down): 7.74 / 7.74 eV
LUMO level (spin up / spin down): -0.0375 / -0.0374 Ha

Element x y z (Å)
1 S -0.18 -0.91 1.55
2 S -0.50 2.59 0.96
3 C -0.12 1.45 -0.08
4 C 0.59 -1.30 0.00
5 C -0.12 -0.03 0.09
6 H 0.15 1.88 -1.03
7 H 0.12 -2.17 -0.50
8 H 1.61 -1.47 0.14
9 H -1.54 -0.03 -1.12

---

Arrangement ii

Molecular formula: C3H4S2
Method: DFT, ωB97M-V/def2-TZVPD

Values from the calculation:
Frontier orbital gap: 8.97 eV
LUMO level: 0.0030 Ha

Element x y z (Å)
1 S 0.67 -2.82 1.40
2 S 0.59 -1.25 -1.03
3 C -1.04 1.43 0.04
4 C -0.03 1.99 0.36
5 C 0.22 -1.46 0.55
6 H -1.70 0.87 -0.58
7 H 0.72 2.23 1.10
8 H 0.18 -0.02 -1.08
9 H 1.26 -3.99 0.77

---

The data favor arrangement i; the next most stable structure lies 0.0121 hartree above it.

---

Arrangement i

Molecular formula: C14H19N3O3S2
Method: DFT, ωB97M-V/def2-TZVPD

Values from the calculation:
Frontier orbital gap: 8.49 eV
SMILES string: CNC(=O)[C@@H](NC(C)=O)[C@@H](C)O.S=c1[nH]c2ccccc2s1
LUMO level: 0.0173 Ha

Element x y z (Å)
1 S 0.08 -4.32 -0.88
2 S 1.97 -2.01 -0.24
3 O 0.11 3.14 -0.49
4 O 2.68 1.24 0.25
5 O -1.27 -1.09 0.95
6 N 0.45 4.34 1.37
7 N -0.04 0.75 0.95
8 N 0.12 -2.05 -2.17
9 C -0.82 -0.20 3.09
10 C 2.67 0.64 2.53
11 C 0.18 5.64 0.76
12 C -2.03 -4.92 -2.67
13 C -0.71 -0.21 1.58
14 C -1.74 -2.37 -3.81
15 C -2.87 -4.52 -3.72
16 C -1.06 -4.04 -2.20
17 C 0.74 -2.70 -1.12
18 C -0.91 -2.78 -2.77
19 C 2.22 1.67 1.51
20 C 0.69 1.90 1.50
21 C 0.40 3.18 0.70
22 C -2.72 -3.25 -4.29
23 H -1.38 -1.08 3.41
24 H -1.62 -1.39 -4.25
25 H -2.15 -5.90 -2.21
26 H 1.02 5.95 0.14
27 H 0.70 4.32 2.35
28 H 0.01 6.40 1.54
29 H 2.70 2.61 1.75
30 H 2.25 -0.34 2.30
31 H 0.18 -0.25 3.53
32 H 0.32 -1.08 -2.39
33 H -3.63 -5.20 -4.09
34 H 3.76 0.56 2.51
35 H -1.34 0.69 3.42
36 H 0.38 2.08 2.52
37 H 2.44 0.32 0.14
38 H 2.37 0.95 3.53
39 H -0.71 5.58 0.13
40 H -3.37 -2.94 -5.11
41 H -0.07 0.70 -0.06

---

Arrangement ii

Molecular formula: C14H19N3O3S2
Method: DFT, ωB97M-V/def2-TZVPD

Values from the calculation:
Frontier orbital gap: 8.34 eV
SMILES string: CC(=O)c1cccc(NC(=S)N2CCN(S(C)(=O)=O)CC2)c1
LUMO level: -0.0040 Ha

Element x y z (Å)
1 S 4.55 -0.35 0.46
2 S 1.37 2.58 -1.73
3 O 5.50 -0.97 -0.41
4 O 4.79 -0.33 1.87
5 O -2.87 -2.19 -1.18
6 N -0.36 1.99 0.11
7 N 3.11 -1.16 0.25
8 N 0.94 0.19 -0.66
9 C -4.13 0.39 1.02
10 C -2.44 2.07 1.31
11 C -3.32 -0.25 0.08
12 C 1.79 -0.40 -1.68
13 C -2.08 0.28 -0.24
14 C -5.16 -1.90 -0.57
15 C 4.31 1.36 -0.08
16 C 2.69 -1.49 -1.08
17 C 2.05 -0.92 1.21
18 C 0.72 -0.64 0.50
19 C -3.68 1.55 1.62
20 C -3.70 -1.51 -0.62
21 C -1.61 1.43 0.39
22 C 0.61 1.50 -0.73
23 H 2.39 0.40 -2.13
24 H -5.09 -0.01 1.28
25 H 1.94 -1.79 1.86
26 H 3.60 -1.60 -1.67
27 H 2.35 -0.07 1.83
28 H -5.33 -2.75 -1.24
29 H -2.10 2.98 1.79
30 H -4.30 2.06 2.34
31 H 0.04 -0.15 1.20
32 H 4.31 1.39 -1.16
33 H 5.15 1.92 0.31
34 H 1.16 -0.83 -2.47
35 H -1.49 -0.21 -1.00
36 H -5.42 -2.20 0.44
37 H -5.79 -1.07 -0.87
38 H -0.33 3.00 0.19
39 H 2.17 -2.45 -1.06
40 H 3.39 1.75 0.32
41 H 0.26 -1.58 0.18

---

The data favor arrangement i; the next most stable structure lies 0.0574 hartree above it.

---

Arrangement i

Molecular formula: C3H9N4
Method: DFT, ωB97M-V/def2-TZVPD

Values from the calculation:
Frontier orbital gap: 11.00 eV
SMILES string: C[C@H]1NC(N)=N[NH2+]1
Charge: +1
LUMO level: -0.1128 Ha

Element x y z (Å)
1 N -0.18 1.26 1.13
2 N 0.04 1.39 -0.27
3 N -0.38 -0.82 0.32
4 N -0.36 -0.49 2.67
5 C 0.79 -0.39 -1.90
6 C -0.39 0.06 1.44
7 C -0.33 -0.09 -0.95
8 H 1.69 -0.05 -1.50
9 H -0.37 -1.74 0.58
10 H 0.99 1.67 -0.33
11 H 0.86 -1.43 -2.27
12 H -1.22 -0.03 -1.43
13 H -0.58 2.02 -0.82
14 H -0.48 0.07 3.48
15 H -0.74 -1.50 2.76
16 H 0.65 0.08 -2.90

---

Arrangement ii

Molecular formula: C3H9N4
Method: DFT, ωB97M-V/def2-TZVPD

Values from the calculation:
Frontier orbital gap: 10.25 eV
Charge: +1
LUMO level: -0.1321 Ha

Element x y z (Å)
1 N 0.55 -0.83 -0.17
2 N -0.28 1.34 0.65
3 N -1.62 -0.64 0.90
4 N -0.31 -1.11 -1.22
5 C -0.22 -0.12 0.86
6 C 0.76 1.70 -0.03
7 C 1.71 0.63 -0.41
8 H -0.54 -0.30 -1.72
9 H 2.29 0.67 -1.33
10 H 0.15 -0.36 1.87
11 H -2.21 -0.16 0.08
12 H 0.13 -1.93 -1.76
13 H -2.03 -0.29 1.77
14 H 0.86 2.71 -0.39
15 H -1.66 -1.65 0.66
16 H 2.43 0.35 0.24

---

The data favor arrangement i; the next most stable structure lies 0.0615 hartree above it.